Entry 1:
ORCA calculation (ωB97M-V/def2-TZVPD) on a 2-piece molecular cluster, CH7OS overall.

Output
2S+1: 1
HOMO-LUMO gap, eV: 8.543
F_max, eV/Å: 4.7
HOMO, eV: -15.84
Relative energy (zero: lowest compared OMol25 entry of this formula, charge and spin), eV: 3.293
Net charge: +1

Element x y z (Å)
O 2.232 0.367 -0.350
H -2.153 -1.052 0.760
H 2.726 -0.425 -0.809
H 2.976 0.666 0.204
C -0.341 -0.036 -0.032
S -2.161 0.245 0.420
H -0.014 -0.995 -0.391
H 0.419 0.298 0.652
H -0.163 0.631 -0.883
H -3.519 0.300 0.431



Entry 2:
ORCA calculation (ωB97M-V/def2-TZVPD) on a 2-piece molecular cluster, CH7OS overall.

Output
2S+1: 1
HOMO-LUMO gap, eV: 12.642
F_max, eV/Å: 2.0
HOMO, eV: -16.74
Relative energy (zero: lowest compared OMol25 entry of this formula, charge and spin), eV: 0.479
Net charge: +1

Element x y z (Å)
O -1.960 -1.011 0.994
H -0.110 -0.104 -1.632
H -2.585 -0.488 0.479
H -2.552 -1.526 1.558
C 1.716 0.787 -0.334
S -0.169 0.627 -0.502
H 2.141 0.941 -1.323
H 1.825 1.505 0.473
H 2.121 -0.167 0.017
H -0.428 -0.563 0.270



Entry 3:
ORCA calculation (ωB97M-V/def2-TZVPD) on one molecule with the formula CH7P3S.

Output
Structure (SMILES): CSP=[PH2]P
2S+1: 1
HOMO-LUMO gap, eV: 7.141
F_max, eV/Å: 3.5
HOMO, eV: -7.64
Relative energy (zero: lowest compared OMol25 entry of this formula, charge and spin), eV: 1.858

Element x y z (Å)
C -1.858 -1.262 1.120
S -0.300 -1.057 2.123
P 1.371 -0.861 0.955
P 1.354 1.143 0.071
P 0.036 0.918 -1.722
H -2.591 -1.997 1.666
H -1.479 -1.596 0.230
H -2.396 -0.303 0.998
H 2.575 0.714 -0.570
H 1.659 2.529 -0.113
H 0.981 -0.045 -2.136
H 0.649 1.816 -2.622



Entry 4:
ORCA calculation (ωB97M-V/def2-TZVPD) on a 2-piece molecular cluster, CH8FNSi2 overall.

Output
Structure (SMILES): FC[SiH3].N=[SiH2]
2S+1: 1
HOMO-LUMO gap, eV: 9.769
F_max, eV/Å: 3.7
HOMO, eV: -9.92
Relative energy (zero: lowest compared OMol25 entry of this formula, charge and spin), eV: 3.121

Element x y z (Å)
F -4.097 0.074 0.229
C -2.941 -0.606 -0.165
Si -1.408 0.633 -0.251
H -3.242 -1.221 -1.083
H -2.735 -1.448 0.576
H -0.405 0.777 -1.517
H -0.533 0.356 0.863
H -2.121 1.984 -0.337
N 3.478 0.485 -0.737
Si 3.217 -0.182 0.714
H 4.280 0.138 -1.294
H 2.222 0.118 1.634
H 4.284 -1.109 1.368



Entry 5:
ORCA calculation (ωB97M-V/def2-TZVPD) on a 3-piece molecular cluster, CH8N2O overall.

Output
2S+1: 1
HOMO-LUMO gap, eV: 7.736
F_max, eV/Å: 2.4
HOMO, eV: -9.95
Relative energy (zero: lowest compared OMol25 entry of this formula, charge and spin), eV: 5.738

Element x y z (Å)
N -1.577 -0.197 2.141
H -1.480 0.124 1.184
H -2.449 0.124 2.553
H -1.853 1.595 -2.050
H -1.570 -1.213 2.118
N 1.471 -1.045 -0.648
C 0.861 0.051 -1.064
O 0.343 0.990 -0.313
H 1.204 -1.461 0.250
H -2.100 1.106 -2.558
H -0.334 -0.280 -1.172
H 1.193 0.329 -2.114



Entry 6:
ORCA calculation (ωB97M-V/def2-TZVPD) on a 3-piece molecular cluster, CH8N2O2 overall.

Output
2S+1: 2
HOMO-LUMO gap (spin up / spin down), eV: 2.762 / 10.039
F_max, eV/Å: 3.9
Expectation value of S²: 0.750
HOMO (spin up / spin down), eV: 0.83 / -6.61
Relative energy (zero: lowest compared OMol25 entry of this formula, charge and spin), eV: 0.254
Net charge: -1

Element x y z (Å)
N -0.810 0.796 -0.136
C -1.801 0.433 -1.035
N -3.020 0.484 -0.604
H -1.108 1.367 0.651
H -0.410 -0.009 0.343
H -1.631 -0.161 -1.922
H -3.614 0.090 -1.341
H 2.838 -0.029 2.216
H 2.071 1.277 2.491
O 1.930 0.334 2.260
H 1.046 -1.601 -0.920
H 2.574 -1.237 -0.743
O 1.936 -1.743 -1.260



Entry 7:
ORCA calculation (ωB97M-V/def2-TZVPD) on a 3-piece molecular cluster, CH8N2O2 overall.

Output
Structure (SMILES): [H]/N=C/N.O.O
2S+1: 1
HOMO-LUMO gap, eV: 9.897
F_max, eV/Å: 2.7
HOMO, eV: -9.32
Relative energy (zero: lowest compared OMol25 entry of this formula, charge and spin), eV: 1.088

Element x y z (Å)
H -3.034 -1.032 -0.324
N -2.701 -0.070 -0.309
C -1.435 -0.162 -0.210
N -0.621 0.920 -0.494
H -0.907 -1.094 -0.029
H -1.185 1.625 -0.937
H 0.347 0.916 -0.670
O 1.816 1.127 1.295
H 1.243 0.538 1.816
H 2.694 0.865 1.616
O 1.516 -1.336 -0.507
H 1.498 -0.394 -0.693
H 0.770 -1.902 -0.554



Entry 8:
ORCA calculation (ωB97M-V/def2-TZVPD) on a 2-piece molecular cluster, CH8N2OSi overall.

Output
2S+1: 1
HOMO-LUMO gap (spin up / spin down), eV: 9.301 / 8.636
F_max, eV/Å: 2.6
HOMO (spin up / spin down), eV: -9.16 / -8.52
Relative energy (zero: lowest compared OMol25 entry of this formula, charge and spin), eV: 8.387

Element x y z (Å)
C -2.248 -0.544 -0.763
N 1.476 0.158 -1.051
N -1.194 -0.901 1.244
O -1.941 -0.184 0.461
Si 1.770 0.605 0.537
H -1.934 -1.475 -1.336
H 1.005 1.851 0.711
H -2.655 0.244 -1.389
H 1.512 -0.674 -1.542
H 0.688 0.764 -1.280
H -1.225 -0.570 2.211
H 3.144 1.148 0.677
H 1.602 -0.422 1.520